[1]
Entry from the Open Molecules 2025 dataset: a cluster of 2 separate species, C7H11BrCl2NO6PS in total at a distorted geometry (ωB97M-V with the def2-TZVPD basis set).

```
30
Properties=species:S:1:pos:R:3:lowdin_charge:R:1
C 2.507 -1.309 0.707 -0.1229
S 0.737 -1.677 0.212 0.7370
O 0.088 -2.341 1.402 -0.3577
O 0.815 -2.704 -0.896 -0.3609
C -0.137 -0.095 -0.323 -0.3937
C 0.547 0.309 -1.708 -0.1008
C -0.285 1.318 -2.630 -0.6695
O -0.889 2.344 -2.254 0.0111
Br -0.378 0.882 -4.594 0.6748
O -0.105 1.020 0.633 -0.0004
C -1.435 1.607 0.746 -0.3343
O -1.787 2.591 1.435 0.1427
O -2.368 0.906 -0.125 0.0092
C -1.700 -0.401 -0.208 -0.3594
P -2.509 -1.790 -1.207 0.7892
N -2.649 -1.521 -2.783 -0.3135
H 3.002 -0.880 -0.245 0.0829
H 3.017 -2.295 0.968 0.0970
H 2.574 -0.509 1.531 0.0479
H 0.855 -0.589 -2.357 0.1210
H 1.536 0.855 -1.443 0.1554
H -1.863 -0.780 0.882 0.1453
H -3.806 -2.033 -0.646 0.0144
H -1.727 -3.006 -1.061 0.0279
H -2.241 -0.585 -2.933 -0.0948
Cl 2.801 2.263 2.159 0.5169
C 1.495 2.147 3.347 -1.0294
Cl 2.132 1.887 4.974 0.5185
H 0.923 3.074 3.334 0.0339
H 0.849 1.312 3.082 0.0119
```

- total energy (Ha) = -5013.2982
- SMILES = CS(=O)(=O)[C@]1(CC(=O)Br)OC(=O)O[C@H]1[PH2]=N.ClCCl
- charge = 0

[2]
Entry from the Open Molecules 2025 dataset: a cluster of 2 separate species, C7H11BrN2 in total at a distorted geometry (ωB97M-V with the def2-TZVPD basis set).

```
21
Properties=species:S:1:pos:R:3:lowdin_charge:R:1
C -0.193 0.116 0.677 0.1097
C 0.046 -1.184 1.048 -0.4552
C -1.555 0.299 0.554 -0.3397
C 1.329 -1.799 1.306 -0.0511
C -2.475 1.399 0.180 -0.0175
C 1.782 0.203 -1.955 -0.2109
C 1.640 1.398 -1.118 -0.6805
N -1.083 -1.822 1.223 0.0842
N -2.007 -0.866 1.050 -0.0180
Br 0.836 2.945 -1.771 0.6739
H 1.582 -2.047 0.269 0.0665
H 2.137 -1.138 1.669 0.0909
H 1.282 -2.716 1.905 0.0851
H -2.930 1.215 -0.767 0.0762
H -3.110 1.380 1.172 0.1308
H -1.857 2.217 0.307 0.0351
H 0.811 0.137 -2.674 0.1267
H 2.026 -0.654 -1.376 0.0327
H 2.593 0.415 -2.715 0.0857
H 2.114 1.648 -0.193 0.0163
H -2.972 -1.146 1.206 0.1593
```

- ΔE to the lowest compared entry with this formula, charge and spin (kcal/mol) = 100.99
- charge = 0

[3]
Entry from the Open Molecules 2025 dataset: an isolated molecule of C7H11BrN2 at a distorted geometry (ωB97M-V with the def2-TZVPD basis set).

```
21
Properties=species:S:1:pos:R:3:lowdin_charge:R:1
C -2.073 -1.131 -0.477 -0.0818
C -1.331 -0.419 0.736 -0.4258
C -0.120 -1.236 1.174 -0.5590
Br 0.997 -2.044 -0.157 0.7494
C -0.982 0.924 0.235 -0.2195
C 0.118 0.948 -0.862 -0.2441
N 1.341 1.234 -0.157 0.0285
C 2.459 0.783 -0.488 -0.2635
C 3.639 1.212 0.115 -0.2007
N 4.688 1.509 0.478 0.1663
H -2.327 -2.158 -0.149 0.0847
H -1.422 -1.227 -1.360 0.0454
H -2.970 -0.609 -0.695 0.0612
H -2.041 -0.287 1.582 0.1498
H -0.514 -2.029 1.819 0.0672
H 0.581 -0.669 1.791 0.0644
H -0.638 1.611 0.977 0.1075
H -1.835 1.365 -0.243 0.1025
H -0.102 0.169 -1.574 0.0719
H -0.056 2.005 -1.370 0.1656
H 2.588 0.048 -1.377 0.1299
```

- ΔE to the lowest compared entry with this formula, charge and spin (kcal/mol) = 17.47
- SMILES = C[C@@H](CBr)CC/N=C/C#N
- charge = 0

[4]
Entry from the Open Molecules 2025 dataset: a structure of composition C7H11Cl17 at a distorted geometry (ωB97M-V with the def2-TZVPD basis set).

```
35
Properties=species:S:1:pos:R:3:lowdin_charge:R:1
C 6.963 4.475 0.559 -1.5226
Cl 8.001 5.861 0.100 0.5063
Cl 6.739 4.347 2.302 0.5151
Cl 7.565 2.883 0.005 0.4898
H 5.995 4.623 0.080 0.0113
C 0.931 -0.135 0.547 -1.5087
Cl 1.526 1.023 -0.642 0.5150
Cl -0.710 0.270 1.058 0.5149
Cl 2.050 -0.161 1.990 0.4628
H 0.897 -1.150 0.151 0.0160
C -6.946 1.660 5.894 -1.4787
Cl -6.275 0.620 7.178 0.4971
Cl -7.367 3.263 6.602 0.4846
Cl -8.388 0.890 5.128 0.4835
H -6.203 1.778 5.106 0.0136
C -0.824 -6.751 4.108 -1.0174
Cl -2.247 -5.829 4.645 0.4837
Cl -0.616 -6.483 2.364 0.4786
H 0.096 -6.485 4.630 0.0306
H -1.002 -7.811 4.287 0.0245
C -3.331 6.242 -0.022 -0.9564
Cl -3.449 7.702 -1.064 0.4739
Cl -4.935 5.740 0.697 0.4402
H -2.973 5.404 -0.619 0.0224
H -2.690 6.471 0.829 0.0199
C 5.868 -1.704 -5.079 -1.0071
Cl 6.795 -3.116 -5.574 0.4983
Cl 4.509 -1.427 -6.234 0.4585
H 5.466 -1.806 -4.071 0.0294
H 6.558 -0.863 -5.149 0.0209
C -2.375 -3.857 -6.123 -1.0652
Cl -2.771 -5.316 -5.213 0.4791
Cl -2.184 -2.664 -4.889 0.5194
H -1.507 -4.076 -6.745 0.0338
H -3.163 -3.619 -6.837 0.0330
```

- ΔE to the lowest compared entry with this formula, charge and spin (kcal/mol) = 25.82
- charge = 0

[5]
Entry from the Open Molecules 2025 dataset: a cluster of 2 separate species, C7H11Cl2NO4 in total at a distorted geometry (ωB97M-V with the def2-TZVPD basis set).

```
25
Properties=species:S:1:pos:R:3:lowdin_charge:R:1
C -0.750 -2.404 -0.720 -0.1445
C 0.312 -2.192 -1.871 -0.1495
C -1.566 -1.086 -0.655 -0.1110
C 1.229 -1.017 -1.556 -0.2283
C -0.556 -0.049 -0.405 -0.3219
C 0.857 0.653 1.389 0.0236
C -0.084 2.581 2.371 -1.2205
N 0.267 3.319 1.209 -0.5131
O -0.480 3.263 0.225 -0.0110
O 1.400 3.825 1.283 -0.0182
O 0.522 0.132 -1.253 -0.0413
O -0.036 -0.223 0.988 -0.0355
Cl -1.772 2.320 2.526 0.6759
Cl 0.788 2.863 3.751 0.7292
H -1.269 -3.293 -0.906 0.0853
H -0.337 -2.472 0.300 0.1153
H 0.886 -3.074 -2.125 0.1053
H -0.258 -1.838 -2.831 0.1485
H -2.209 -1.073 -1.557 0.1434
H -2.279 -0.947 0.118 0.1139
H 1.874 -1.418 -0.785 0.1211
H 1.767 -0.736 -2.534 0.1593
H -1.070 0.951 -0.123 0.1666
H 1.365 0.538 2.363 0.1043
H 1.397 1.375 0.798 0.1033
```

- ΔE to the lowest compared entry with this formula, charge and spin (kcal/mol) = 152.33
- charge = 0

[6]
Entry from the Open Molecules 2025 dataset: a cluster of 2 separate species, C7H11Cl2OP in total at a distorted geometry (ωB97M-V with the def2-TZVPD basis set).

```
22
Properties=species:S:1:pos:R:3:lowdin_charge:R:1
C 0.048 1.891 -1.588 -0.2100
C -1.182 -1.525 1.782 -0.2493
C 0.537 1.184 -0.567 -0.3173
C -0.145 -0.785 1.360 -0.2106
C 0.755 2.299 -2.876 -0.0746
C -1.139 -2.867 2.312 -0.1122
C 1.309 2.926 2.327 -1.0880
O -2.079 0.952 0.427 -0.3703
P -0.628 0.813 0.710 0.7477
Cl -0.074 3.690 2.931 0.5511
Cl 1.921 3.539 0.835 0.5606
H -1.023 2.157 -1.377 0.1053
H -2.094 -1.164 1.629 0.0426
H 1.482 0.863 -0.315 0.0364
H 0.933 -0.931 1.644 0.0976
H 0.603 3.424 -2.992 0.1025
H 0.168 1.931 -3.711 0.0697
H 1.729 1.975 -2.953 0.0394
H -1.047 -2.897 3.392 0.0715
H -0.189 -3.443 2.077 0.0973
H -2.089 -3.405 1.949 0.1106
H 2.061 2.736 3.082 -0.0001
```

- ΔE to the lowest compared entry with this formula, charge and spin (kcal/mol) = 62.76
- charge = 0